[1]
Entry from OMol25: a structure of composition C46H49ClKN11O6S in a non-equilibrium geometry (ωB97M-V with the def2-TZVPD basis set).

The HOMO-LUMO gap comes out at 4.5053 eV. As for the total charge: -2. The energy above the lowest of the compared OMol25 structures with the same formula, charge and spin is 20.5 kcal per mole. The lowest unoccupied orbital energy comes out at 0.1377 Ha. As for the HOMO energy: -0.8 eV.

Last column: Mulliken charge in e.
Geometry (Å):
1 K 0.532 -1.335 -1.137  1.207
2 C -3.403 -4.294 0.292  -0.009
3 C -4.398 -4.902 -0.547  -0.822
4 C -4.390 -4.590 -1.880  -0.780
5 C -3.331 -3.856 -2.437  -0.133
6 N -2.122 -3.846 -1.641  0.531
7 C -2.318 -3.719 -0.252  -0.532
8 C -3.369 -3.047 -3.574  0.840
9 C -4.426 -3.103 -4.537  -1.244
10 C -4.406 -2.256 -5.606  -0.505
11 C -3.344 -1.357 -5.761  -0.992
12 C -2.337 -1.379 -4.791  0.440
13 N -2.336 -2.180 -3.749  0.203
14 C -1.179 -0.473 -4.922  0.420
15 C -0.533 -0.328 -6.152  -0.919
16 C 0.535 0.540 -6.256  -0.706
17 C 0.938 1.233 -5.127  -1.195
18 C 0.245 1.015 -3.947  -0.118
19 N -0.788 0.200 -3.849  0.548
20 H -3.573 -4.218 1.359  0.446
21 H -5.212 -5.455 -0.100  0.332
22 H -5.252 -4.820 -2.493  0.265
23 H -1.556 -3.176 0.292  0.220
24 H -5.233 -3.813 -4.412  0.240
25 H -5.212 -2.268 -6.335  0.383
26 H -3.318 -0.652 -6.580  0.474
27 H -0.861 -0.899 -7.007  0.480
28 H 1.056 0.659 -7.199  0.361
29 H 1.769 1.923 -5.164  0.450
30 H 0.515 1.539 -3.040  0.476
31 N 4.968 4.610 0.076  -0.640
32 C 4.721 3.277 -0.272  0.910
33 C 3.437 2.871 -0.629  -0.806
34 C 3.187 1.552 -0.953  0.207
35 C 4.217 0.628 -0.938  -0.561
36 C 5.506 1.034 -0.641  -0.469
37 C 5.761 2.353 -0.307  -0.876
38 S 3.807 -1.131 -1.029  1.175
39 O 5.037 -1.869 -1.224  -0.776
40 O 3.166 -1.338 0.259  -0.637
41 N 2.669 -1.241 -2.124  -0.078
42 C 2.715 -1.817 -3.305  0.072
43 N 3.882 -2.154 -3.892  -0.580
44 C 3.813 -2.806 -5.029  -0.486
45 C 2.618 -3.125 -5.653  -0.956
46 C 1.473 -2.666 -5.012  -0.134
47 N 1.506 -2.008 -3.884  0.435
48 H 4.142 5.087 0.412  0.254
49 H 5.754 4.727 0.700  0.227
50 H 2.633 3.591 -0.617  0.303
51 H 2.189 1.220 -1.182  0.080
52 H 6.295 0.297 -0.660  0.509
53 H 6.761 2.676 -0.048  0.323
54 H 4.774 -3.079 -5.462  0.402
55 H 2.578 -3.690 -6.569  0.398
56 H 0.482 -2.829 -5.420  0.484
57 C -3.402 1.792 0.365  -1.831
58 C -2.406 1.400 -0.722  2.178
59 C -2.527 2.354 -1.920  -1.735
60 O -2.691 0.074 -1.124  -0.565
61 C -0.950 1.476 -0.192  -0.586
62 O -0.718 2.216 0.795  -0.997
63 O -0.097 0.800 -0.780  0.881
64 H -4.417 1.676 -0.009  0.572
65 H -3.236 2.826 0.653  0.270
66 H -3.269 1.159 1.237  0.262
67 H -3.508 2.234 -2.379  0.394
68 H -1.763 2.104 -2.651  0.279
69 H -2.401 3.387 -1.600  0.341
70 H -2.084 -0.139 -1.849  -0.100
71 C -1.499 0.595 6.683  -1.823
72 C -2.005 0.538 5.237  1.810
73 C -3.287 1.382 5.141  -1.810
74 C -2.384 -0.911 4.910  -1.856
75 C -0.957 1.047 4.174  1.768
76 O -1.624 0.946 2.955  -0.219
77 C -0.531 2.502 4.504  -1.158
78 C 0.291 3.264 3.447  -0.845
79 C 1.743 2.890 3.424  -0.161
80 C 2.576 3.286 4.464  -0.415
81 C 3.911 2.917 4.494  -1.009
82 C 4.398 2.114 3.475  0.081
83 Cl 6.065 1.631 3.511  -0.267
84 C 3.593 1.696 2.430  -1.205
85 C 2.272 2.114 2.396  0.710
86 C 0.332 0.152 4.179  -1.701
87 N 0.272 -0.965 3.285  1.749
88 C 0.271 -0.982 1.948  0.982
89 N 0.230 -2.219 1.512  -0.465
90 C 0.225 -2.944 2.641  -0.608
91 N 0.250 -2.225 3.739  -1.376
92 H -2.284 0.223 7.341  0.492
93 H -1.261 1.611 6.987  0.352
94 H -0.622 -0.030 6.829  0.342
95 H -4.103 0.866 5.644  0.497
96 H -3.555 1.519 4.098  0.140
97 H -3.167 2.355 5.613  0.404
98 H -3.127 -1.268 5.622  0.560
99 H -1.525 -1.574 4.957  0.310
100 H -2.804 -0.962 3.909  0.297
101 H -1.194 1.460 2.227  0.186
102 H 0.034 2.494 5.438  0.564
103 H -1.443 3.077 4.655  0.316
104 H 0.222 4.329 3.694  0.717
105 H -0.130 3.122 2.455  0.088
106 H 2.176 3.892 5.266  0.474
107 H 4.556 3.229 5.303  0.401
108 H 3.971 1.041 1.661  0.671
109 H 1.643 1.825 1.569  0.684
110 H 0.530 -0.250 5.173  -0.023
111 H 1.183 0.761 3.883  0.202
112 H 0.311 -0.110 1.339  -0.725
113 H 0.207 -4.015 2.651  0.570
114 N -0.063 -4.785 -2.595  -0.893
115 C -1.013 -4.307 -2.143  0.690

***

[2]
Entry from OMol25: a structure of composition C21H48CuI2N10O4S (ωB97M-V with the def2-TZVPD basis set).

The HOMO-LUMO gap (alpha / beta) comes out at 7.9803 / 6.6788 eV. Its spin multiplicity is 2. The lowest unoccupied orbital energy (alpha / beta) comes out at 0.0127 / -0.0353 Ha. As for the HOMO energy (alpha / beta): -7.6 / -7.6 eV.

Last column: natural (NBO) charge in e.
Geometry (Å):
1 Cu 0.150 -0.542 -0.054  1.397
2 C -4.694 -0.297 0.609  -0.418
3 N -4.036 -1.466 0.066  -0.527
4 C -4.507 -2.761 0.488  -0.395
5 C -2.738 -1.342 -0.454  0.698
6 N -1.671 -1.449 0.274  -0.695
7 C -1.776 -1.652 1.711  -0.242
8 C -1.317 -0.410 2.468  -0.238
9 N 0.062 -0.030 2.122  -0.541
10 C 1.044 -0.937 2.741  -0.220
11 C 2.050 -1.499 1.742  -0.252
12 N 1.358 -2.015 0.560  -0.745
13 C 1.892 -3.038 -0.075  0.703
14 N 3.205 -3.375 0.073  -0.448
15 C 3.656 -4.752 0.067  -0.403
16 C 4.268 -2.387 0.023  -0.414
17 N 1.132 -3.865 -0.835  -0.433
18 C -0.274 -4.085 -0.579  -0.386
19 C 1.626 -4.478 -2.055  -0.412
20 C 0.305 1.389 2.436  -0.253
21 C 1.520 2.022 1.760  -0.232
22 N 1.459 2.384 0.351  -0.721
23 C 0.768 3.543 -0.093  0.768
24 N 1.086 3.840 -1.476  -0.513
25 C 1.532 5.178 -1.803  -0.397
26 C 0.242 3.329 -2.541  -0.425
27 N 1.031 4.605 0.842  -0.497
28 C 2.389 4.840 1.281  -0.422
29 C 0.214 5.802 0.876  -0.407
30 N -2.676 -1.129 -1.789  -0.406
31 C -1.442 -1.104 -2.556  -0.406
32 C -3.821 -0.613 -2.529  -0.412
33 H -5.709 -0.199 0.211  0.189
34 H -4.134 0.605 0.362  0.256
35 H -4.761 -0.354 1.704  0.178
36 H -4.638 -2.819 1.577  0.178
37 H -3.797 -3.533 0.190  0.207
38 H -5.472 -2.997 0.028  0.195
39 H -1.147 -2.506 1.985  0.188
40 H -2.792 -1.884 2.030  0.208
41 H -1.411 -0.585 3.550  0.179
42 H -1.966 0.421 2.196  0.260
43 H 0.510 -1.761 3.220  0.197
44 H 1.592 -0.413 3.533  0.199
45 H 2.625 -2.295 2.226  0.205
46 H 2.755 -0.710 1.468  0.197
47 H 2.813 -5.425 0.203  0.215
48 H 4.354 -4.895 0.894  0.203
49 H 4.173 -5.013 -0.861  0.196
50 H 4.929 -2.613 -0.818  0.216
51 H 4.847 -2.393 0.950  0.188
52 H 3.861 -1.399 -0.160  0.237
53 H -0.535 -3.692 0.396  0.222
54 H -0.471 -5.160 -0.606  0.193
55 H -0.906 -3.603 -1.329  0.195
56 H 2.638 -4.149 -2.261  0.239
57 H 1.009 -4.153 -2.895  0.217
58 H 1.587 -5.568 -1.981  0.185
59 H 0.441 1.493 3.524  0.174
60 H -0.589 1.951 2.173  0.253
61 H 2.394 1.372 1.880  0.193
62 H 1.738 2.918 2.345  0.218
63 H 2.278 5.543 -1.105  0.199
64 H 0.708 5.904 -1.861  0.171
65 H 2.005 5.141 -2.787  0.205
66 H -0.079 2.315 -2.350  0.225
67 H 0.827 3.315 -3.465  0.200
68 H -0.651 3.948 -2.692  0.194
69 H 2.778 5.789 0.890  0.181
70 H 3.045 4.039 0.948  0.227
71 H 2.441 4.905 2.374  0.187
72 H -0.758 5.623 0.434  0.238
73 H 0.698 6.638 0.351  0.169
74 H 0.060 6.108 1.914  0.192
75 H -0.645 -1.657 -2.062  0.205
76 H -1.107 -0.084 -2.745  0.230
77 H -1.626 -1.602 -3.510  0.209
78 H -3.776 0.479 -2.578  0.228
79 H -4.747 -0.923 -2.058  0.222
80 H -3.785 -1.013 -3.542  0.199
81 I 2.094 0.960 -1.044  0.418
82 I 2.685 -1.198 -3.170  -0.681
83 O -2.524 2.079 0.932  -1.003
84 S -1.750 2.241 -0.278  2.639
85 O -2.523 2.574 -1.442  -0.978
86 O -0.868 1.088 -0.554  -1.135
87 O -0.756 3.438 0.013  -0.828

***

[3]
Entry from OMol25: a cluster of 2 separate species, C2H9N5O in total in a non-equilibrium geometry (ωB97M-V with the def2-TZVPD basis set).

The HOMO-LUMO gap comes out at 8.6421 eV. The SMILES is [H]/N=N/N.NCC(N)=O. The energy above the lowest of the compared OMol25 structures with the same formula, charge and spin is 100.3 kcal per mole. The lowest unoccupied orbital energy comes out at 0.0139 Ha. As for the HOMO energy: -8.3 eV.

Last column: natural (NBO) charge in e.
Geometry (Å):
1 H -1.582 -1.163 -2.228  0.337
2 N -1.122 -1.493 -1.372  -0.458
3 N -1.651 -0.904 -0.398  0.042
4 N -0.903 -1.244 0.746  -0.634
5 H -1.306 -0.879 1.604  0.412
6 H -0.256 -2.026 0.641  0.409
7 N -0.577 2.165 0.401  -0.834
8 C 0.336 1.396 -0.398  -0.274
9 C 0.895 -0.013 0.572  0.658
10 N 1.633 -0.850 -0.241  -0.908
11 O 1.263 0.301 1.701  -0.678
12 H -0.200 2.255 1.345  0.374
13 H -1.474 1.691 0.477  0.351
14 H -0.059 1.169 -1.386  0.186
15 H 1.296 1.907 -0.503  0.203
16 H 2.521 -1.150 0.139  0.403
17 H 1.188 -1.163 -1.100  0.411

***

[4]
Entry from OMol25: a cluster of 2 separate species, C4H10O3 in total in a non-equilibrium geometry (ωB97M-V with the def2-TZVPD basis set).

The HOMO-LUMO gap (alpha / beta) comes out at 6.8557 / 4.7078 eV. Its spin multiplicity is 2. As for the total charge: -1. The energy above the lowest of the compared OMol25 structures with the same formula, charge and spin is 20.9 kcal per mole. The lowest unoccupied orbital energy (alpha / beta) comes out at 0.1265 / 0.0475 Ha. As for the HOMO energy (alpha / beta): -3.4 / -3.4 eV.

Last column: natural (NBO) charge in e.
Geometry (Å):
1 C 0.192 0.602 0.183  -0.450
2 C 0.382 0.644 -1.311  -0.448
3 C 0.066 1.961 -1.969  -0.128
4 O 0.143 2.198 -3.335  -0.313
5 C -0.099 -0.786 0.938  -0.006
6 O -0.300 -0.598 2.294  -0.930
7 H 1.026 1.024 0.743  0.197
8 H -0.778 1.060 0.404  0.191
9 H -0.282 -0.087 -1.762  0.199
10 H 1.402 0.321 -1.586  0.193
11 H 0.704 2.768 -1.465  0.214
12 H -0.920 2.355 -1.562  0.199
13 H 0.789 -1.445 0.540  0.066
14 H -1.035 -1.228 0.534  0.111
15 H -0.403 -2.110 2.691  0.513
16 H -0.284 -3.545 1.931  0.440
17 O -0.603 -3.132 2.731  -1.048

***

[5]
Entry from OMol25: a cluster of 11 separate species, C17H56O11 in total in a non-equilibrium geometry (ωB97M-V with the def2-TZVPD basis set).

The HOMO-LUMO gap comes out at 9.1057 eV. The SMILES is CC(C)O.CC(C)O.CC(C)O.CC(C)O.CO.CO.CO.CO.CO.O.O. The energy above the lowest of the compared OMol25 structures with the same formula, charge and spin is 14.7 kcal per mole. The lowest unoccupied orbital energy comes out at -0.0139 Ha. As for the HOMO energy: -9.5 eV.

Last column: Mulliken charge in e.
Geometry (Å):
1 C -3.877 3.218 3.774  -1.637
2 C -2.750 2.300 3.291  0.750
3 C -2.709 2.166 1.759  -0.807
4 O -1.561 2.860 3.682  -0.583
5 H -4.816 2.722 3.525  0.386
6 H -3.874 4.217 3.339  0.351
7 H -3.819 3.359 4.853  0.396
8 H -2.905 1.348 3.799  0.149
9 H -2.012 1.409 1.401  0.072
10 H -2.377 3.129 1.372  0.192
11 H -3.670 1.955 1.289  0.437
12 H -0.850 2.361 3.273  0.278
13 C 0.089 -3.066 -2.963  -0.602
14 C -0.735 -3.263 -4.246  0.616
15 C -0.153 -4.357 -5.152  -1.473
16 O -2.028 -3.626 -3.910  -0.530
17 H 1.106 -2.766 -3.217  0.328
18 H 0.138 -4.022 -2.441  0.381
19 H -0.381 -2.350 -2.289  -0.158
20 H -0.823 -2.324 -4.793  -0.070
21 H 0.783 -4.055 -5.621  0.381
22 H -0.783 -4.571 -6.016  0.371
23 H 0.017 -5.271 -4.583  0.382
24 H -1.959 -4.521 -3.568  0.365
25 C -0.288 -3.491 0.767  -0.755
26 C -0.826 -2.645 1.970  1.361
27 C -2.326 -2.244 1.672  -1.288
28 O -0.779 -3.429 3.145  -0.653
29 H -0.957 -4.304 0.486  0.306
30 H 0.652 -3.904 1.132  0.364
31 H -0.071 -2.793 -0.041  -0.097
32 H -0.223 -1.742 2.062  -0.483
33 H -2.974 -3.101 1.853  0.423
34 H -2.466 -1.668 0.757  0.251
35 H -2.596 -1.509 2.430  0.217
36 H 0.141 -3.563 3.384  0.385
37 C 2.220 4.593 1.792  -1.241
38 C 0.996 4.928 1.048  0.391
39 C 0.431 3.785 0.205  -0.699
40 O 0.111 5.341 2.061  -0.606
41 H 3.086 4.552 1.131  0.385
42 H 2.131 3.659 2.345  0.159
43 H 2.507 5.419 2.443  0.364
44 H 1.224 5.774 0.400  0.344
45 H -0.651 3.911 0.162  0.235
46 H 0.610 2.798 0.633  -0.061
47 H 0.863 3.855 -0.793  0.394
48 H -0.332 4.621 2.516  0.331
49 C 5.117 -2.665 1.870  -0.702
50 O 3.877 -2.619 1.312  -0.442
51 H 5.833 -2.799 1.059  0.281
52 H 5.340 -1.800 2.495  0.259
53 H 5.156 -3.589 2.446  0.224
54 H 3.886 -1.952 0.621  0.432
55 C -4.452 -0.820 -1.968  -0.433
56 O -3.846 0.137 -1.051  -0.394
57 H -4.937 -1.594 -1.373  0.229
58 H -5.191 -0.362 -2.624  0.295
59 H -3.658 -1.277 -2.559  0.044
60 H -3.174 0.564 -1.588  0.255
61 C 0.605 0.195 -0.847  -0.366
62 O 1.455 0.154 0.231  -0.417
63 H 0.724 1.120 -1.412  0.010
64 H 0.852 -0.545 -1.608  0.191
65 H -0.439 0.098 -0.549  0.301
66 H 2.289 -0.185 -0.104  0.199
67 C 0.792 0.042 3.862  -0.857
68 O 0.340 0.834 2.767  -0.038
69 H 0.135 -0.820 3.983  0.335
70 H 1.825 -0.260 3.693  0.330
71 H 0.780 0.590 4.804  0.293
72 H 0.723 0.410 1.997  0.076
73 C 2.702 2.190 -3.007  -0.329
74 O 1.582 2.456 -3.859  -0.525
75 H 2.446 2.382 -1.965  0.060
76 H 3.029 1.161 -3.158  0.163
77 H 3.473 2.903 -3.300  0.321
78 H 1.069 1.656 -3.995  0.439
79 O -0.054 0.402 -4.383  -0.692
80 H -0.752 0.744 -3.824  0.283
81 H -0.513 0.004 -5.124  0.277
82 O 3.907 -0.916 -0.695  -0.666
83 H 3.919 -1.254 -1.590  0.260
84 H 4.624 -0.283 -0.668  0.304

***

[6]
Entry from OMol25: a structure of composition C37H32CrNO3 in a non-equilibrium geometry (ωB97M-V with the def2-TZVPD basis set).

The HOMO-LUMO gap (alpha / beta) comes out at 7.1517 / 6.2724 eV. Its spin multiplicity is 4. As for the total charge: +2. The lowest unoccupied orbital energy (alpha / beta) comes out at -0.2006 / -0.2812 Ha. As for the HOMO energy (alpha / beta): -12.6 / -13.9 eV.

Last column: Mulliken spin population.
Geometry (Å):
1 C -3.254 -4.337 2.781  0.039
2 C -2.245 -3.389 3.009  -0.009
3 C -1.974 -2.425 2.041  0.093
4 C -2.740 -2.307 0.867  -0.049
5 C -2.352 -1.373 -0.200  0.263
6 C -1.332 -1.633 -1.098  0.291
7 N -1.451 -1.414 -2.456  0.263
8 C -2.763 -0.989 -2.939  0.012
9 C -2.868 -0.796 -4.453  0.010
10 C -2.062 -1.789 -5.289  -0.001
11 C -0.641 -1.910 -4.769  0.009
12 C -0.661 -2.309 -3.307  -0.008
13 C -0.012 -2.151 -0.648  0.019
14 C 0.079 -3.341 0.078  0.026
15 C 1.308 -3.777 0.563  -0.006
16 C 2.470 -3.083 0.231  0.009
17 C 2.392 -1.895 -0.503  -0.009
18 C 1.159 -1.430 -0.947  -0.011
19 C -3.875 -3.149 0.751  0.056
20 C -4.071 -4.204 1.645  -0.011
21 H -3.406 -5.145 3.501  0.001
22 H -1.643 -3.412 3.921  0.000
23 H -1.110 -1.774 2.127  -0.018
24 H -3.045 -0.556 -0.407  -0.037
25 H -3.525 -1.733 -2.650  -0.013
26 H -3.043 -0.057 -2.430  0.012
27 H -3.929 -0.861 -4.710  -0.001
28 H -2.555 0.219 -4.714  0.000
29 H -2.542 -2.772 -5.262  0.000
30 H -2.044 -1.471 -6.335  0.000
31 H -0.069 -2.687 -5.289  -0.001
32 H -0.110 -0.959 -4.889  -0.002
33 H 0.378 -2.364 -2.959  -0.002
34 H -1.084 -3.329 -3.230  0.021
35 H -0.836 -3.900 0.269  -0.002
36 H 1.335 -4.648 1.213  0.000
37 H 3.440 -3.459 0.556  0.000
38 H 3.290 -1.316 -0.716  -0.001
39 H 1.076 -0.461 -1.448  0.005
40 H -4.532 -3.009 -0.111  -0.006
41 H -4.852 -4.943 1.450  0.000
42 O 3.960 6.571 2.379  0.054
43 C 3.876 5.667 1.649  -0.072
44 Cr 3.881 4.019 0.698  1.111
45 C 3.043 3.333 2.248  -0.035
46 O 2.628 3.007 3.288  -0.005
47 C 5.497 3.771 1.676  -0.060
48 O 6.408 3.718 2.400  0.045
49 C 4.524 4.594 -1.300  0.066
50 C 3.220 5.044 -1.060  -0.043
51 C 2.235 4.147 -0.610  0.021
52 C 2.489 2.753 -0.547  0.051
53 C 1.465 1.813 -0.159  0.263
54 C 0.576 1.219 0.461  -0.034
55 C -0.338 0.514 1.183  0.064
56 C -0.934 1.135 2.336  0.078
57 C -1.158 0.449 3.557  0.117
58 C -1.818 1.084 4.603  -0.052
59 C -2.087 2.458 4.530  0.118
60 C -1.751 3.181 3.375  -0.061
61 C -1.242 2.515 2.267  0.120
62 C 3.847 2.361 -0.610  0.043
63 C 4.840 3.250 -1.057  -0.038
64 H 5.296 5.297 -1.628  -0.002
65 H 2.975 6.101 -1.181  -0.010
66 H 1.233 4.497 -0.350  -0.003
67 H -0.493 -0.536 0.994  0.312
68 H -0.789 -0.574 3.664  0.003
69 H -2.127 0.486 5.463  0.000
70 H -2.558 2.960 5.373  0.006
71 H -1.906 4.259 3.331  -0.001
72 H -1.044 3.027 1.324  0.004
73 H 4.092 1.324 -0.364  0.000
74 H 5.863 2.892 -1.179  -0.008